Below is a cluster of 6 separate species, C41H90F3N5O3S in total, with properties calculated with ωB97M-V with the def2-TZVPD basis set.

The energy above the lowest of the compared OMol25 structures with the same formula, charge and spin comes out at 0.0 kcal per mole. As for the HOMO energy: -14.56 eV. As for the spin multiplicity: 1. For the total energy, the calculation gives -2812.13902 hartree. The charge is +4. The LUMO energy is -0.237 Eh.

Last columns: bonded neighbours and bond lengths (Å).
Positions of all 143 atoms, in Å:
1 C -5.742 -0.884 -3.185  C2 1.579, H10 1.090, H11 1.090, H12 1.090
2 C -5.783 0.652 -2.820  C1 1.579, C3 1.561, H13 1.090, H14 1.090
3 C -5.375 0.990 -1.351  C2 1.561, N4 1.577, H15 1.090, H16 1.090
4 N -5.748 2.416 -0.789  C3 1.577, C5 1.567, C6 1.560, C9 1.540
5 C -5.055 3.512 -1.667  N4 1.567, H17 1.090, H18 1.090, H19 1.090
6 C -7.271 2.759 -0.790  N4 1.560, C7 1.557, H20 1.090, H21 1.090
7 C -7.628 3.507 0.528  C6 1.557, C8 1.530, H22 1.090, H23 1.090
8 C -6.628 2.909 1.520  C7 1.530, C9 1.545, H24 1.090, H25 1.090
9 C -5.384 2.489 0.706  N4 1.540, C8 1.545, H26 1.090, H27 1.090
10 H -6.374 -1.484 -2.530  C1 1.090
11 H -4.713 -1.234 -3.109  C1 1.090
12 H -5.965 -1.154 -4.217  C1 1.090
13 H -6.767 1.059 -3.051  C2 1.090
14 H -4.969 1.088 -3.400  C2 1.090
15 H -4.286 0.964 -1.334  C3 1.090
16 H -5.652 0.284 -0.568  C3 1.090
17 H -3.985 3.340 -1.549  C5 1.090
18 H -5.407 4.458 -1.255  C5 1.090
19 H -5.342 3.494 -2.718  C5 1.090
20 H -7.577 3.279 -1.698  C6 1.090
21 H -7.666 1.755 -0.939  C6 1.090
22 H -7.527 4.588 0.428  C7 1.090
23 H -8.685 3.284 0.675  C7 1.090
24 H -6.489 3.668 2.289  C8 1.090
25 H -7.075 2.137 2.146  C8 1.090
26 H -4.643 3.283 0.795  C9 1.090
27 H -4.893 1.550 0.964  C9 1.090
28 C -1.481 4.269 -8.077  C29 1.552, H37 1.090, H38 1.090, H39 1.090
29 C -0.727 5.498 -7.505  C28 1.552, C30 1.518, H40 1.090, H41 1.090
30 C -1.243 5.896 -6.134  C29 1.518, N31 1.573, H42 1.090, H43 1.090
31 N -0.486 7.086 -5.437  C30 1.573, C32 1.579, C33 1.515, C36 1.545
32 C 1.029 6.678 -5.253  N31 1.579, H44 1.090, H45 1.090, H46 1.090
33 C -1.035 7.491 -4.084  N31 1.515, C34 1.559, H47 1.090, H48 1.090
34 C -0.512 8.945 -3.876  C33 1.559, C35 1.569, H49 1.090, H50 1.090
35 C -0.407 9.604 -5.297  C34 1.569, C36 1.580, H51 1.090, H52 1.090
36 C -0.596 8.379 -6.276  N31 1.545, C35 1.580, H53 1.090, H54 1.090
37 H -2.503 4.514 -8.366  C28 1.090
38 H -1.293 3.398 -7.448  C28 1.090
39 H -0.990 4.021 -9.018  C28 1.090
40 H -0.804 6.393 -8.122  C29 1.090
41 H 0.303 5.146 -7.442  C29 1.090
42 H -1.309 5.070 -5.425  C30 1.090
43 H -2.290 6.153 -5.970  C30 1.090
44 H 1.589 7.392 -4.650  C32 1.090
45 H 1.382 6.651 -6.284  C32 1.090
46 H 1.087 5.710 -4.756  C32 1.090
47 H -0.727 6.793 -3.306  C33 1.090
48 H -2.122 7.554 -4.131  C33 1.090
49 H 0.395 8.926 -3.272  C34 1.090
50 H -1.239 9.494 -3.277  C34 1.090
51 H 0.585 10.055 -5.265  C35 1.090
52 H -1.197 10.347 -5.405  C35 1.090
53 H 0.145 8.435 -7.074  C36 1.090
54 H -1.549 8.429 -6.803  C36 1.090
55 C 0.183 -4.852 2.612  C56 1.537, H64 1.090, H65 1.090, H66 1.090
56 C -0.182 -6.271 2.146  C55 1.537, C57 1.556, H67 1.090, H68 1.090
57 C -1.687 -6.296 1.750  C56 1.556, N58 1.537, H69 1.090, H70 1.090
58 N -2.104 -7.590 1.033  C57 1.537, C59 1.562, C60 1.573, C63 1.556
59 C -1.845 -8.763 2.032  N58 1.562, H71 1.090, H72 1.090, H73 1.090
60 C -1.409 -7.740 -0.371  N58 1.573, C61 1.567, H74 1.090, H75 1.090
61 C -2.222 -6.773 -1.297  C60 1.567, C62 1.569, H76 1.090, H77 1.090
62 C -3.604 -6.614 -0.571  C61 1.569, C63 1.517, H78 1.090, H79 1.090
63 C -3.597 -7.581 0.598  N58 1.556, C62 1.517, H80 1.090, H81 1.090
64 H -0.101 -4.120 1.857  C55 1.090
65 H 1.225 -4.629 2.842  C55 1.090
66 H -0.423 -4.551 3.467  C55 1.090
67 H -0.017 -7.010 2.930  C56 1.090
68 H 0.408 -6.567 1.278  C56 1.090
69 H -1.937 -5.504 1.044  C57 1.090
70 H -2.390 -6.034 2.540  C57 1.090
71 H -2.371 -9.673 1.743  C59 1.090
72 H -2.376 -8.480 2.941  C59 1.090
73 H -0.800 -8.836 2.331  C59 1.090
74 H -1.459 -8.759 -0.754  C60 1.090
75 H -0.381 -7.381 -0.328  C60 1.090
76 H -2.292 -7.343 -2.223  C61 1.090
77 H -1.662 -5.885 -1.591  C61 1.090
78 H -4.387 -7.107 -1.148  C62 1.090
79 H -3.904 -5.591 -0.347  C62 1.090
80 H -3.884 -8.570 0.240  C63 1.090
81 H -4.316 -7.345 1.382  C63 1.090
82 C 2.610 1.775 5.094  C83 1.523, H91 1.090, H92 1.090, H93 1.090
83 C 1.803 3.053 5.277  C82 1.523, C84 1.556, H94 1.090, H95 1.090
84 C 1.713 3.692 3.862  C83 1.556, N85 1.570, H96 1.090, H97 1.090
85 N 1.262 5.195 3.788  C84 1.570, C86 1.528, C87 1.524, C90 1.521
86 C -0.091 5.345 4.479  N85 1.528, H98 1.090, H99 1.090, H100 1.090
87 C 2.336 5.992 4.518  N85 1.524, C88 1.520, H101 1.090, H102 1.090
88 C 2.234 7.385 3.917  C87 1.520, C89 1.508, H103 1.090, H104 1.090
89 C 1.876 7.150 2.471  C88 1.508, C90 1.482, H105 1.090, H106 1.090
90 C 1.328 5.775 2.383  N85 1.521, C89 1.482, H107 1.090, H108 1.090
91 H 2.716 1.329 6.083  C82 1.090
92 H 3.646 1.971 4.821  C82 1.090
93 H 2.119 1.094 4.398  C82 1.090
94 H 2.198 3.728 6.036  C83 1.090
95 H 0.797 2.854 5.649  C83 1.090
96 H 0.956 3.124 3.321  C84 1.090
97 H 2.664 3.664 3.330  C84 1.090
98 H -0.409 6.387 4.534  C86 1.090
99 H -0.183 4.928 5.482  C86 1.090
100 H -0.855 4.831 3.895  C86 1.090
101 H 2.270 6.034 5.605  C87 1.090
102 H 3.344 5.606 4.368  C87 1.090
103 H 1.541 8.054 4.427  C88 1.090
104 H 3.190 7.907 3.899  C88 1.090
105 H 0.987 7.743 2.258  C89 1.090
106 H 2.664 7.311 1.735  C89 1.090
107 H 0.381 5.667 1.855  C90 1.090
108 H 2.056 5.157 1.858  C90 1.090
109 C 6.045 -4.203 0.381  C110 1.555, H118 1.090, H119 1.090, H120 1.090
110 C 6.811 -5.380 1.048  C109 1.555, C111 1.472, H121 1.090, H122 1.090
111 C 5.904 -6.099 1.959  C110 1.472, N112 1.520, H123 1.090, H124 1.090
112 N 6.515 -7.365 2.536  C111 1.520, C113 1.560, C114 1.553, C117 1.570
113 C 7.554 -6.895 3.601  N112 1.560, H125 1.090, H126 1.090, H127 1.090
114 C 7.132 -8.363 1.520  N112 1.553, C115 1.531, H128 1.090, H129 1.090
115 C 7.129 -9.754 2.159  C114 1.531, C116 1.507, H130 1.090, H131 1.090
116 C 5.966 -9.747 3.118  C115 1.507, C117 1.572, H132 1.090, H133 1.090
117 C 5.413 -8.276 3.185  N112 1.570, C116 1.572, H134 1.090, H135 1.090
118 H 6.013 -3.336 1.040  C109 1.090
119 H 4.991 -4.366 0.152  C109 1.090
120 H 6.592 -3.870 -0.501  C109 1.090
121 H 7.665 -4.878 1.501  C110 1.090
122 H 7.034 -6.050 0.217  C110 1.090
123 H 5.020 -6.392 1.392  C111 1.090
124 H 5.593 -5.487 2.806  C111 1.090
125 H 8.323 -6.185 3.294  C113 1.090
126 H 7.949 -7.860 3.918  C113 1.090
127 H 7.031 -6.470 4.458  C113 1.090
128 H 8.149 -8.064 1.266  C114 1.090
129 H 6.466 -8.497 0.668  C114 1.090
130 H 8.005 -10.051 2.735  C115 1.090
131 H 6.916 -10.534 1.427  C115 1.090
132 H 6.305 -9.959 4.132  C116 1.090
133 H 5.123 -10.432 3.036  C116 1.090
134 H 5.211 -7.913 4.192  C117 1.090
135 H 4.486 -8.275 2.612  C117 1.090
136 C 1.156 0.042 -0.837  F137 1.308, F138 1.372, F139 1.397, S140 1.943
137 F 1.739 0.093 0.333  C136 1.308
138 F 2.081 -0.220 -1.815  C136 1.372
139 F 0.211 -0.986 -0.856  C136 1.397
140 S 0.262 1.711 -1.276  C136 1.943, O141 1.473, O142 1.472, O143 1.451
141 O -0.520 1.432 -2.493  S140 1.473
142 O -0.596 2.027 -0.123  S140 1.472
143 O 1.332 2.683 -1.391  S140 1.451